[1]
{
  "formula": "C42H58N3O2P2SSi3Sr",
  "method": "ωB97M-V/def2-TZVPD",
  "orbital_gap_ev": 7.5,
  "max_force_ev_per_a": 0.7,
  "e_lumo_ha": -0.0722,
  "total_charge": 1,
  "e_above_lowest_kj_mol": 100.5,
  "homo_energy_ev": -9.429,
  "species": ["H", "H", "C", "C", "H", "C", "C", "H", "C", "H", "H", "O", "C", "C", "H", "H", "C", "C", "H", "C", "H", "H", "H", "C", "C", "C", "C", "H", "C", "H", "N", "C", "H", "H", "Sr", "H", "P", "S", "C", "H", "C", "H", "H", "H", "C", "H", "H", "H", "C", "C", "C", "H", "C", "P", "C", "H", "H", "C", "C", "C", "H", "H", "H", "H", "C", "Si", "C", "H", "H", "H", "H", "N", "H", "H", "H", "H", "C", "C", "H", "O", "Si", "H", "C", "C", "C", "C", "H", "C", "C", "H", "C", "H", "H", "H", "H", "N", "H", "H", "C", "H", "H", "H", "Si", "C", "H", "H", "H", "H", "H", "C", "C", "H"],
  "xyz": [[-0.53083, 3.00075, 2.81531], [-0.99508, 0.22337, -6.52831], [4.63492, 0.64491, 0.50144], [6.13019, -0.04871, -1.39785], [2.07886, 4.06128, -1.89179], [1.69582, -1.42849, -4.12493], [-4.57776, -4.74241, 3.06649], [-2.68049, 0.10734, 5.14583], [-1.56084, 1.44800, 3.87639], [-6.10313, -5.97039, 2.19436], [-3.37207, 5.70307, -0.64064], [-2.10797, -1.76353, -0.29715], [-2.55013, 4.13571, -1.86066], [-3.14201, 0.93184, -3.81939], [-2.49688, 3.66850, -5.09318], [-1.49272, 4.81612, 4.20503], [-2.98219, 4.69354, -0.67033], [0.82415, -2.40644, 1.34150], [-0.94078, -2.76019, -4.44250], [2.02590, -4.46969, 1.00110], [2.46157, -2.83961, 6.37480], [4.66108, 2.45029, 1.25460], [5.80435, 0.79403, -2.00702], [-1.51732, 3.22873, -4.89018], [2.01932, -3.09823, 1.21459], [-2.97813, 2.15353, 5.68607], [-3.28886, -3.42716, 1.52021], [-1.17705, 2.74055, -5.80654], [1.13761, 3.52419, -2.03868], [0.69489, 0.71582, -6.44595], [-1.96323, 2.10555, -0.75507], [0.82884, -5.16392, 0.91945], [0.15369, -3.59583, 5.92048], [7.24858, 1.41036, 0.91510], [-0.33371, 0.01007, -0.88626], [0.82275, -6.23298, 0.75512], [-0.78293, 0.17304, 2.88174], [3.18774, 0.29880, 1.31651], [0.21050, -0.80960, 3.99791], [7.15296, 0.11103, -1.06433], [-2.04565, 2.83707, -1.89263], [-2.90469, -1.04198, 3.04160], [-3.24160, 4.30521, 1.44129], [-3.81074, -3.61141, -0.55049], [0.53062, -2.69365, 5.45750], [3.32629, -0.78272, 5.31158], [-2.59981, 4.70355, -2.78091], [2.54711, -0.88176, -4.53516], [-4.02709, -3.94165, 0.45734], [-1.24748, -1.80940, -3.99836], [-5.03888, -4.85846, 0.70473], [2.97562, 3.36241, -4.57700], [-2.64189, 3.47655, 5.42459], [-1.97604, -2.28049, 1.12360], [2.15454, 2.66505, -4.76530], [-3.06563, 4.26753, 6.02911], [-1.30404, -5.02811, 0.98369], [-2.43270, 1.13851, 4.91901], [-2.16699, -0.84402, 2.26339], [-2.91122, 3.92848, 0.48284], [-2.99560, -3.43878, 3.65963], [1.91969, -1.64501, -3.07414], [1.40629, 3.18295, -5.36775], [-2.31264, 2.04205, 1.27523], [-2.39446, 2.65125, 0.38572], [-1.57992, 1.94255, -3.52248], [6.61284, 2.19082, 0.49604], [0.89597, -1.35382, 1.58000], [-3.26775, 0.12605, -3.09213], [1.64015, -2.38590, -4.64952], [-1.39120, -1.99773, -2.92652], [5.20187, 1.85435, 0.65016], [4.67091, -1.12291, -0.32892], [-2.22705, -1.55945, -4.40409], [-3.15977, 0.49045, -4.81811], [2.60918, 0.57641, -1.39953], [-0.38540, -3.10364, 1.27313], [2.88180, 1.12620, -2.30765], [1.89125, 0.51745, 3.78644], [-0.05928, 0.77313, 1.69865], [0.06524, -0.49657, -4.37596], [-4.79499, -5.05305, 4.07949], [-1.21759, 2.77317, 3.62105], [-0.37187, -4.48115, 1.05126], [0.00199, -0.09494, -6.21209], [2.31369, -1.11013, 5.11800], [3.36892, 0.42500, -2.98539], [-0.05804, 0.96378, -3.27335], [-1.76074, 3.78599, 4.39936], [0.42341, 4.22936, -2.46979], [-0.27704, -1.96677, 4.59820], [0.76112, 3.25234, -1.04636], [3.61722, 1.87435, -2.00034], [6.11741, -0.94149, -2.01762], [2.55143, 1.84461, -5.36917], [5.21458, -0.27774, -0.28475], [-2.61300, -0.14465, 1.55182], [-1.28144, -2.31332, 4.39104], [-3.56684, -3.82836, 2.82550], [-3.65926, 1.91586, 6.49201], [-4.01034, 1.59092, -3.73692], [-5.61568, -5.25770, -0.11847], [1.44376, 2.02239, -3.14657], [1.50651, -0.37452, 4.26491], [6.79399, 3.10859, 1.04895], [2.94204, -2.54193, 1.31094], [-0.81818, 4.04084, -4.67606], [2.96686, -4.99613, 0.90859], [6.88825, 2.36502, -0.54187], [1.82717, -2.26637, 5.71167], [-5.31197, -5.25731, 2.00444], [0.27714, -0.96052, -6.82033]]
}

=====

[2]
{
  "formula": "C42H59F6N4O3SbSe3Sn",
  "method": "ωB97M-V/def2-TZVPD",
  "orbital_gap_ev": [7.1, 5.1],
  "max_force_ev_per_a": 0.4,
  "multiplicity": 2,
  "e_lumo_ha": [0.0792, 0.0078],
  "total_charge": -1,
  "s_squared": 0.76,
  "e_above_lowest_kj_mol": 0.0,
  "homo_energy_ev": [-4.932, -4.912],
  "species": ["H", "C", "C", "H", "H", "H", "C", "H", "C", "C", "H", "C", "H", "H", "O", "C", "H", "C", "C", "H", "O", "F", "H", "C", "H", "H", "C", "C", "H", "C", "F", "C", "C", "H", "F", "H", "H", "H", "C", "F", "H", "C", "H", "Se", "C", "H", "H", "Sb", "H", "C", "H", "C", "H", "H", "C", "H", "C", "H", "N", "O", "H", "H", "H", "C", "C", "F", "C", "H", "H", "C", "Se", "C", "H", "C", "Sn", "H", "H", "Se", "C", "H", "H", "C", "H", "C", "C", "H", "C", "C", "N", "H", "C", "H", "H", "H", "C", "H", "F", "H", "H", "N", "H", "H", "C", "H", "H", "C", "C", "H", "C", "H", "H", "N", "H", "H", "H", "C", "H", "H", "C"],
  "xyz": [[-3.73266, 1.62901, -3.46198], [-2.14161, -0.74656, -3.44256], [-5.50949, -1.27173, 2.75476], [3.86963, 2.91824, 4.49262], [3.92398, 3.08879, -6.25402], [-6.79324, -1.65647, 0.37171], [2.87555, 0.76278, -4.25713], [-0.42472, -5.18110, 3.91785], [-0.26925, -3.13000, 4.64228], [0.92792, -2.54014, 1.01047], [3.39758, -3.46325, -1.24831], [-3.39791, -0.01313, -1.33050], [0.34887, -2.83571, 6.70542], [-6.43762, 1.87086, 1.65982], [-1.20158, 0.94716, -1.46645], [-5.82149, -0.21400, 1.68889], [3.15621, -0.07614, 0.06685], [1.73489, 4.38041, 1.71758], [-3.50252, -0.43708, -2.80522], [-1.96380, -3.50573, 5.94867], [1.08610, -0.51677, -0.22239], [1.06278, 4.88603, -1.54287], [-0.90228, -0.60285, 3.82204], [-4.22829, 0.66834, -3.57959], [0.74753, -5.27263, 0.55325], [-1.50234, 0.12251, -3.54045], [-1.64912, 2.62056, -4.77740], [-6.22866, 1.08701, 2.38976], [1.14950, 4.74862, 0.88558], [3.08723, 1.11186, 2.58198], [2.75760, 3.14477, -2.76725], [-7.00513, -0.70161, 0.85439], [-1.76113, -3.03002, 4.98615], [3.33761, 5.35120, 4.51980], [2.69415, 6.90253, -2.23986], [0.63441, 1.45565, -5.38419], [-7.27515, 0.01799, 0.08077], [2.03850, -5.37894, -0.64279], [1.69498, -4.83270, 0.23745], [3.65853, 4.78528, -0.87367], [-5.39130, -1.57768, -2.72203], [2.75426, 2.57397, 2.68812], [-1.59570, -1.48336, -2.84943], [-1.18424, 3.19239, -3.10066], [-0.07248, -0.52597, 1.87117], [-3.95619, -2.51172, -2.28258], [-5.38915, -0.64481, -1.00629], [2.71067, 5.03535, -2.50068], [-7.12514, 0.92866, 2.99296], [3.25678, 3.36323, 3.71855], [1.93331, 6.28869, 2.67095], [-0.36825, -1.16304, 3.06387], [2.42858, -4.98817, 1.03210], [4.26766, 2.44812, 0.36291], [2.18203, 5.23788, 2.70968], [-0.34373, -3.75476, -1.11553], [-4.51683, -0.23209, -0.52715], [-4.26641, -2.08215, -3.96875], [-1.91525, 2.29014, -5.85325], [3.47439, 0.73421, -0.34766], [2.29061, 0.62957, 2.01366], [0.27875, -1.34144, 5.76249], [4.70136, -0.17136, 1.91884], [0.61484, -3.28624, -1.35070], [4.46624, 1.37697, 0.43958], [4.33652, 5.17482, -3.45489], [2.94063, -2.82461, -0.48851], [1.11129, 3.12599, -4.98855], [-3.35232, 0.66250, 2.48685], [4.88144, -0.36062, -3.32632], [1.61261, -0.23776, -3.32120], [0.62379, -3.13802, 2.22930], [-5.43763, 1.44964, 3.04720], [-3.41502, 0.50963, 1.41558], [0.89937, 1.47201, -0.98652], [-4.69050, -0.95453, 3.40126], [5.95375, -0.24158, -3.47150], [-0.69586, 1.25629, 1.59130], [3.87141, 2.25798, -5.57751], [-7.87359, -0.84108, 1.50182], [5.90955, 1.62522, -5.02026], [4.44227, 0.89177, 1.88195], [1.40349, 2.46962, -6.62633], [0.53968, -2.39928, 5.72234], [0.12926, -4.60448, 4.66052], [1.60887, -2.47005, 5.51427], [0.64538, -1.15941, 0.84315], [4.84116, 1.55024, -4.96605], [2.66870, 1.74659, -5.15030], [0.42562, -2.26093, -1.65212], [-4.57990, 0.03167, 0.83437], [4.57458, -1.36606, -3.61074], [-2.36696, -3.52217, 4.22372], [-2.09075, -1.99353, 5.05140], [-4.33321, -1.72545, -2.94019], [-5.24903, 0.77724, -3.20490], [1.73619, 5.21338, -4.11868], [-4.26794, 0.43928, -4.64606], [5.22814, 1.42855, 2.42298], [2.00830, 3.07684, 1.70449], [3.10088, 0.65062, 3.57134], [2.88498, -1.81715, -0.89016], [1.54362, -3.35603, -0.13041], [1.19500, -4.73662, 4.46749], [-2.30801, -1.16301, -4.43804], [-0.00109, -2.48220, 3.28587], [2.96043, 4.71424, 3.72944], [-6.38496, -1.45437, 3.38221], [1.36417, 2.23869, -5.56369], [4.61140, -0.18487, -2.28821], [-5.21650, -2.21409, 2.28836], [4.21284, 0.61810, -4.16741], [-0.08755, -5.02787, 5.64361], [5.45429, 1.19117, 0.00229], [3.58501, -2.83166, 0.39509], [-2.29186, 0.76700, 0.65310], [1.05982, -3.81562, -2.19567], [0.87073, -4.18117, 2.35015], [-2.26286, 0.59572, -0.74886]]
}